No. 1
CH5NOS2 | ωB97M-V with the def2-TZVPD basis set

## Properties
* LUMO level: -0.064 eV
* net charge: 0
* structure (SMILES): NC=O.SS
* energy above the lowest of the compared OMol25 structures with the same formula, charge and spin: 0.5620 eV
* orbital gap: 9.0 eV

Structure (XYZ):
```
10
Properties=species:S:1:pos:R:3:forces:R:3
S 2.112 -0.166 2.897 -0.5 0.1 -0.2
S 0.816 0.769 1.518 -0.6 0.9 1.6
O -2.330 -1.511 -3.016 -0.5 -0.5 0.5
N -1.999 0.749 -2.800 -0.4 -0.4 0.8
C -1.984 -0.455 -3.453 0.9 0.9 -0.8
H -2.200 0.707 -1.821 -0.3 -0.3 0.4
H 1.163 0.366 0.329 0.7 -1.0 -0.7
H -1.598 -0.345 -4.480 0.0 0.0 -0.1
H 1.132 -0.497 3.790 0.3 0.0 -0.6
H -1.328 1.463 -2.972 0.4 0.3 -0.8
```
Positions in Å, forces in eV/Å.

***

No. 2
C4H9NO | ωB97M-V with the def2-TZVPD basis set

## Properties
* LUMO level: 0.813 eV
* net charge: 0
* structure (SMILES): CCN(C)C=O
* energy above the lowest of the compared OMol25 structures with the same formula, charge and spin: 1.9680 eV
* orbital gap: 10.1 eV

Structure (XYZ):
```
15
Properties=species:S:1:pos:R:3:forces:R:3
O 1.539 1.896 -1.298 -4.4 -1.7 0.8
N -0.105 0.308 -0.501 3.0 2.5 -2.3
C 0.357 1.441 -1.175 -0.6 0.9 -1.4
C 0.504 -0.544 1.631 1.7 -4.9 -0.8
C -1.440 -0.234 -0.714 0.1 -0.5 2.6
C 0.984 -0.368 0.144 -1.1 -2.8 1.3
H 1.114 -1.359 -0.371 -0.3 0.4 0.7
H -0.465 -1.075 1.738 0.3 0.4 -0.7
H 1.957 0.088 -0.058 -0.6 0.6 0.5
H 1.165 -1.253 2.249 -0.5 1.1 -1.0
H -1.478 -1.367 -0.676 0.4 1.4 -0.1
H -2.015 0.173 0.160 -0.2 -0.7 -0.9
H -1.883 0.100 -1.623 -0.1 0.3 -0.7
H -0.655 1.890 -1.672 2.5 -0.2 0.6
H 0.421 0.304 2.166 -0.1 3.2 1.5
```
Positions in Å, forces in eV/Å.

***

No. 3
C8H13B | ωB97M-V with the def2-TZVPD basis set

## Properties
* LUMO level: 0.607 eV
* net charge: 0
* structure (SMILES): C/B=C/C=C\C=C\CC
* energy above the lowest of the compared OMol25 structures with the same formula, charge and spin: 0.3183 eV
* orbital gap: 7.7 eV

Structure (XYZ):
```
22
Properties=species:S:1:pos:R:3:forces:R:3
C 2.025 -0.186 0.258 0.1 0.0 0.0
C -2.455 -2.221 0.013 0.4 0.2 -0.1
C -2.485 1.868 -0.044 0.7 0.3 0.0
C -1.143 2.000 0.007 -0.6 0.5 0.0
C 1.084 0.977 0.202 -0.2 -0.4 0.0
C -0.239 0.890 0.038 0.3 0.0 0.1
C 3.412 0.170 -0.274 -0.2 -0.2 0.0
C -3.194 0.612 -0.050 0.1 -0.5 0.0
B -2.688 -0.696 -0.022 -0.8 -0.1 0.0
H 1.534 1.953 0.332 0.0 0.2 0.0
H -0.709 2.990 0.025 0.0 0.1 0.0
H -2.075 -2.625 -0.926 0.0 0.1 0.0
H 3.840 0.990 0.299 0.1 0.1 0.0
H -0.714 -0.085 -0.079 0.4 -0.2 -0.1
H 4.080 -0.686 -0.197 0.1 0.0 0.0
H -3.409 -2.713 0.211 -0.1 0.1 0.0
H 3.357 0.474 -1.318 0.0 0.0 -0.1
H 2.125 -0.516 1.299 0.0 0.0 -0.1
H -3.091 2.764 -0.074 0.0 0.1 0.0
H 1.612 -1.024 -0.309 0.0 0.0 0.1
H -1.775 -2.531 0.807 0.0 0.1 0.1
H -4.274 0.730 -0.082 -0.1 -0.3 0.0
```
Positions in Å, forces in eV/Å.

***

No. 4
C3H6N2O | ωB97M-V with the def2-TZVPD basis set

## Properties
* LUMO level: 0.900 eV
* net charge: 0
* structure (SMILES): CN=C=O.C=N
* energy above the lowest of the compared OMol25 structures with the same formula, charge and spin: 2.5581 eV
* orbital gap: 10.7 eV

Structure (XYZ):
```
12
Properties=species:S:1:pos:R:3:forces:R:3
O -0.843 -2.322 -0.091 0.5 0.1 -0.3
N -1.762 -0.190 0.110 -0.7 1.7 -0.2
N 1.123 -0.465 -0.739 -1.4 -0.8 -2.4
C 1.917 -0.309 0.190 -0.5 0.6 0.9
C -1.133 -1.185 -0.051 -0.4 -2.3 0.3
C -1.411 1.189 0.176 2.5 1.5 0.7
H 1.356 -0.993 -1.603 0.6 0.6 0.9
H -2.040 1.691 0.997 1.0 -0.5 -1.6
H -1.377 1.729 -0.835 -0.8 -0.8 1.4
H 1.505 0.140 1.060 -0.4 0.7 1.0
H -0.260 1.240 0.468 -2.4 0.2 -0.2
H 2.924 -0.525 0.318 2.1 -0.9 -0.5
```
Positions in Å, forces in eV/Å.

***

No. 5
H3N4 | ωB97M-V with the def2-TZVPD basis set

## Properties
* LUMO level (alpha / beta): -6.214 / -8.139 eV
* net charge: +1
* energy above the lowest of the compared OMol25 structures with the same formula, charge and spin: 6.3785 eV
* orbital gap (alpha / beta): 10.0 / 7.8 eV

Structure (XYZ):
```
7
Properties=species:S:1:pos:R:3:forces:R:3
N 0.119 0.151 -0.311 -2.8 2.9 -2.2
N -0.908 -0.609 -0.101 -0.1 -1.6 4.8
N 2.415 0.083 0.102 -0.9 0.1 0.1
N 1.302 0.060 -0.013 2.7 -1.1 0.9
H -0.238 2.042 0.176 0.3 -1.0 -0.3
H -1.140 -0.790 0.969 0.3 0.1 -3.1
H -1.550 -0.937 -0.823 0.5 0.6 -0.2
```
Positions in Å, forces in eV/Å.

***

No. 6
C13H11FLaO2 | ωB97M-V with the def2-TZVPD basis set

## Properties
* LUMO level: -14.095 eV
* net charge: +3
* orbital gap: 4.4 eV

Structure (XYZ):
```
28
Properties=species:S:1:pos:R:3:forces:R:3
La 3.027 3.027 2.448 2.7 -1.6 0.2
F -3.115 -1.505 1.112 -0.6 3.2 0.6
O 4.435 1.019 1.067 -4.6 -1.2 -1.2
O 1.495 -3.205 -1.717 4.5 7.1 3.7
C -0.308 -0.813 -1.165 2.1 3.9 2.7
C 4.483 -1.210 -0.170 -2.5 -1.8 -1.5
C -2.777 0.513 -1.049 -0.3 -0.5 0.6
C 2.180 -2.168 -1.170 -2.8 -5.1 -2.5
C -0.430 1.759 0.178 1.4 -2.5 -1.0
C 1.292 -0.824 -0.741 -0.6 1.6 0.8
C -3.618 -0.149 1.503 -1.9 -0.2 0.1
C 1.195 1.680 0.559 -2.0 -3.3 -1.6
C 3.675 0.141 0.383 1.3 -0.4 0.0
C -3.764 0.892 0.228 0.1 -0.6 -0.2
C 3.802 -2.325 -0.925 0.2 3.9 2.3
C -1.172 0.525 -0.672 2.7 -0.6 0.3
C 2.060 0.369 0.088 -1.5 -1.1 -1.1
H -4.873 0.792 -0.199 2.6 0.4 0.9
H -1.082 2.698 0.516 1.6 -2.3 -0.9
H 1.717 2.542 1.153 -2.8 -1.6 -3.2
H 4.424 -3.275 -1.278 -1.8 2.1 0.7
H 5.634 -1.338 0.030 -2.5 0.8 -0.2
H -3.064 -0.599 -1.347 0.9 2.3 0.6
H -3.028 0.303 2.407 -0.6 -1.2 -1.9
H -3.061 1.186 -1.972 1.0 -1.1 1.9
H -0.820 -1.689 -1.777 1.3 1.9 1.4
H -3.576 1.987 0.620 -0.5 -2.2 -0.9
H -4.732 -0.332 1.891 2.6 0.3 -0.8
```
Positions in Å, forces in eV/Å.

***

No. 7
C43H38N15O3PPbS2Te | ωB97M-V with the def2-TZVPD basis set

## Properties
* LUMO level: -0.444 eV
* net charge: 0
* orbital gap: 6.7 eV

Structure (XYZ):
```
104
Properties=species:S:1:pos:R:3:forces:R:3
Pb -0.267 0.049 0.089 -0.1 0.0 -0.2
Te -1.766 -0.601 -3.595 0.1 0.0 0.0
S -2.818 5.473 1.911 0.0 0.0 0.0
S 5.769 -2.890 3.291 0.0 0.0 0.0
P -2.299 1.767 -3.203 0.0 -0.2 0.1
O -3.866 1.898 -3.314 0.0 0.1 0.1
O -1.780 2.356 -1.966 0.0 0.1 0.0
O -1.668 2.307 -4.558 0.0 0.0 0.0
N 2.990 3.871 -3.492 0.0 0.0 -0.1
N 3.812 1.708 -3.586 0.0 0.0 0.0
N -4.155 -1.721 -2.189 0.0 0.1 0.0
N -2.606 -1.031 -0.770 0.1 -0.1 0.1
N -0.001 2.088 2.020 0.1 0.0 -0.1
N -2.956 -1.198 -2.055 0.0 0.1 0.0
N 1.677 -0.075 1.793 0.0 0.0 0.0
N 2.105 0.944 -1.542 0.0 -0.1 0.1
N -2.050 -0.856 4.068 0.0 0.0 0.1
N 0.602 -1.973 -0.548 0.3 0.2 0.0
N -1.676 -0.655 1.958 -0.1 0.0 0.0
N -4.623 -1.923 -0.998 0.0 -0.1 0.0
N -3.795 -1.592 1.206 -0.1 0.1 0.0
N -3.155 -1.311 3.450 0.0 0.0 -0.1
N -1.179 -0.469 3.205 0.1 0.0 0.0
C 2.326 2.727 4.820 0.0 0.0 0.0
C -0.626 -3.485 1.880 0.0 0.0 0.0
C 3.567 -1.353 2.544 0.0 0.0 0.0
C 3.144 1.661 4.712 0.0 0.0 0.0
C 2.948 0.680 3.680 0.0 0.0 0.0
C 1.890 0.827 2.774 0.0 0.0 0.1
C -1.909 4.729 -4.691 0.0 0.0 0.0
C -1.600 -3.988 2.730 0.0 0.0 0.0
C -0.659 -3.771 0.521 0.0 -0.1 0.0
C -0.946 3.571 -4.574 0.0 0.0 0.0
C -1.678 -4.576 0.019 0.0 0.0 0.0
C 0.385 -3.202 -0.402 -0.2 -0.1 0.1
C 0.356 3.999 3.981 0.0 0.0 0.0
C -3.418 6.883 2.663 0.0 0.0 0.0
C 4.195 -3.532 1.389 0.0 0.0 0.0
C 1.234 2.907 3.905 -0.1 0.0 0.0
C 1.442 -5.494 -0.637 0.0 0.0 0.0
C -2.625 -4.772 2.220 0.0 0.0 0.0
C 1.844 -3.850 -2.336 0.0 0.0 0.0
C -0.810 3.109 2.112 0.0 0.0 0.1
C 2.913 0.056 -2.126 0.0 0.0 -0.1
C -0.684 4.122 3.086 0.0 0.0 0.0
C 3.785 -0.439 3.549 0.0 0.0 0.0
C 1.219 -4.219 -1.147 0.0 0.0 0.0
C -4.623 1.466 -4.469 0.0 -0.1 0.0
C -5.886 2.288 -4.528 0.0 0.0 0.0
C 3.761 0.452 -3.142 0.0 0.0 0.0
C -2.667 -5.062 0.863 0.0 0.0 0.0
C -2.739 7.175 3.805 0.0 0.0 0.0
C -1.624 5.249 3.132 0.0 0.0 0.0
C 1.013 1.967 2.891 0.0 0.0 0.1
C 5.174 -4.556 1.457 0.0 0.0 0.0
C 2.480 -1.105 1.683 0.1 0.0 0.0
C 2.912 -6.000 -2.473 0.0 0.0 0.0
C -3.656 -1.505 -0.133 0.0 0.0 -0.1
C 4.384 -2.552 2.326 0.0 0.0 0.0
C 6.088 -4.337 2.439 0.0 0.0 0.0
C 2.998 2.580 -3.007 0.0 0.0 0.0
C 2.137 2.187 -1.969 0.0 0.0 0.0
C 2.679 -4.734 -2.999 0.0 0.0 0.0
C -1.710 6.237 4.073 0.0 0.0 0.0
C -2.883 -1.174 2.166 0.0 0.0 0.1
C 2.293 -6.376 -1.291 0.0 0.0 0.0
H -2.965 8.021 4.436 0.0 0.0 0.0
H 3.965 1.523 5.404 0.0 0.0 0.0
H 5.189 -5.414 0.801 0.0 0.0 0.0
H -4.015 1.595 -5.366 0.0 0.0 0.0
H 3.783 4.098 -4.070 0.0 0.0 0.0
H 2.841 -0.969 -1.782 0.0 0.0 0.0
H 1.663 -2.853 -2.718 0.0 0.0 0.0
H -6.471 2.156 -3.619 0.0 0.0 0.0
H -3.397 -5.147 2.880 0.0 0.0 0.0
H 2.477 3.463 5.600 0.0 0.0 0.0
H -0.355 3.634 -3.661 0.0 0.0 0.0
H -1.070 6.292 4.940 0.0 0.0 0.0
H -1.617 3.137 1.385 0.0 0.0 0.0
H 2.710 4.596 -2.855 0.0 0.0 0.0
H 0.154 -2.844 2.273 0.0 0.0 0.0
H -4.838 0.404 -4.339 0.0 0.0 0.0
H 4.427 -0.258 -3.617 0.0 0.0 0.0
H -2.565 4.774 -3.822 0.0 0.0 0.0
H -1.351 5.665 -4.743 0.0 0.0 0.0
H 3.568 -6.690 -2.988 0.0 0.0 0.0
H 6.932 -4.948 2.713 0.0 0.0 0.0
H -6.489 1.969 -5.378 0.0 0.0 0.0
H -0.278 3.496 -5.430 0.0 0.0 0.0
H -5.653 3.346 -4.642 0.0 0.0 0.0
H 3.150 -4.440 -3.929 0.0 0.0 0.0
H 1.466 2.896 -1.493 0.0 0.0 0.0
H 0.513 4.741 4.754 0.0 0.0 0.0
H -1.576 -3.739 3.783 0.0 0.0 0.0
H 0.953 -5.794 0.282 0.0 0.0 0.0
H -2.517 4.641 -5.591 0.0 0.0 0.0
H 4.601 -0.567 4.252 0.0 0.0 0.0
H 2.468 -7.361 -0.877 0.0 0.0 0.0
H -4.650 -1.989 1.559 0.0 0.0 0.0
H 3.386 -3.540 0.674 0.0 0.0 0.0
H 2.255 -1.776 0.865 0.0 0.0 0.0
H -4.246 7.416 2.226 0.0 0.0 0.0
H -1.696 -4.820 -1.037 0.0 0.0 0.0
H -3.468 -5.669 0.460 0.0 0.0 0.0
```
Positions in Å, forces in eV/Å.

***

No. 8
C2H3NO2S | ωB97M-V with the def2-TZVPD basis set

## Properties
* LUMO level: -2.016 eV
* net charge: 0
* structure (SMILES): NC(=O)C(O)=S
* energy above the lowest of the compared OMol25 structures with the same formula, charge and spin: 3.3466 eV
* orbital gap: 7.6 eV

Structure (XYZ):
```
9
Properties=species:S:1:pos:R:3:forces:R:3
S 1.867 -0.574 0.252 -4.8 1.4 -1.5
O 0.567 1.636 -0.535 -2.3 -2.6 1.3
O -1.891 0.846 0.681 5.1 -5.5 -5.0
N -1.584 -1.449 -0.467 0.0 3.4 2.7
C 0.338 0.265 -0.212 5.8 2.1 0.7
C -1.081 -0.059 -0.026 -6.0 -0.4 3.7
H -0.935 -2.271 -0.334 -0.7 1.7 -0.2
H -2.528 -1.574 0.029 2.0 0.1 -1.1
H -0.273 2.077 -0.202 0.9 -0.3 -0.7
```
Positions in Å, forces in eV/Å.

***

no.,E_tot (Eh)
1,-967.45674
2,-287.76013
3,-337.38919
4,-302.59909
5,-220.27636
6,-782.17338
7,-4307.16226
8,-681.33633